{"formula": "C4H5BrClN", "method": "wB97M-V/def2-TZVPD", "elements": ["C", "C", "C", "C", "N", "Cl", "Br", "H", "H", "H", "H", "H"], "xyz": [[0.088, -0.275, -0.271], [2.223, 0.281, 0.946], [-2.381, 0.380, -1.040], [1.389, -0.605, 0.090], [-1.003, 0.123, -0.796], [1.850, -2.314, 0.066], [-3.851, -0.367, 0.364], [3.239, -0.065, 0.993], [1.641, 0.309, 1.834], [2.329, 1.312, 0.585], [-2.642, 1.447, -0.899], [-2.883, -0.225, -1.873]], "forces_ev_per_a": [[-2.071, 0.801, -1.699], [0.430, 0.452, -1.639], [0.101, -1.297, 0.443], [-2.376, 0.671, -0.649], [1.197, -0.495, 1.489], [0.228, -0.252, 0.174], [0.985, 0.152, -0.255], [0.305, -0.527, 0.730], [0.216, 0.128, 1.449], [-0.578, -0.207, -0.214], [0.201, -0.868, -0.478], [1.361, 1.442, 0.647]], "charge": 0, "relative_energy_ev": 0.116, "total_energy_ha": -3244.184711, "s_squared": 2.0207, "max_force_ev_per_a": 2.8, "homo_energy_ev": [-6.14, -9.99], "mol_weight_da": 182.45, "gap_ev": [6.19, 7.78], "spin_multiplicity": 3}